1.
C7H7N2O4 | the ωB97M-V functional and the def2-TZVPD basis

Element x y z (Å)
O 0.032 -3.716 0.784
O -1.396 0.122 2.075
O 0.452 -2.665 -1.171
O 0.733 3.843 0.465
N 1.436 1.810 -0.155
N -0.148 -1.485 0.670
C 0.022 -2.698 0.123
C -0.003 0.023 -1.374
C -0.938 0.630 1.097
C -0.141 -0.197 0.123
C 1.098 0.474 -0.540
C 0.687 2.673 0.272
C -0.920 1.993 0.651
H -1.210 2.070 -0.402
H -0.410 -1.401 1.627
H 1.951 -0.195 -0.472
H 0.078 -1.026 -1.902
H 0.824 -3.572 -1.344
H -1.381 2.676 1.302
H -0.766 0.641 -1.829

Atomic forces in eV per Å
-0.433 -0.914 -0.328
-1.109 -0.813 2.884
0.441 -2.029 -0.488
0.187 3.128 0.596
3.777 -3.998 -3.045
0.627 -1.326 -1.246
1.377 0.938 1.521
-1.674 -2.509 -1.413
1.725 1.542 -4.185
-0.442 0.089 -0.309
0.903 1.116 2.340
-4.090 -0.759 1.601
0.656 0.585 -0.599
-0.440 0.113 0.360
-0.473 -0.710 0.858
0.010 0.055 -0.302
0.096 2.938 0.851
-0.702 1.135 0.342
-0.786 0.959 0.596
0.348 0.461 -0.036

Computed properties:
* LUMO energy: 2.99 eV
* electronic energy: -18542.79609 eV
* maximum force: 0.1223 hartree/bohr
* frontier orbital gap: 7.028 eV
* relative energy (zero: lowest compared OMol25 entry of this formula, charge and spin): 94.6 kJ/mol
* net charge: -1

=====

2.
C7H7N2O4S | the ωB97M-V functional and the def2-TZVPD basis

Element x y z (Å)
S -2.718 -0.893 -0.047
O -0.328 0.349 1.910
O -1.794 3.600 -0.631
O -3.425 -0.951 1.210
O -3.398 -1.512 -1.142
N -0.898 2.452 -0.282
N -2.619 0.832 -0.454
C -1.416 1.218 -0.051
C 1.686 -0.893 -0.153
C 1.211 -2.173 -0.176
C 0.960 0.261 -0.095
C -0.214 -2.270 -0.130
C -1.050 -1.233 0.114
C -0.424 0.100 0.507
H 1.424 1.213 -0.074
H 2.836 -0.832 -0.070
H 0.165 -0.382 2.226
H -2.654 3.184 -0.671
H 1.700 -3.096 -0.259
H -0.058 2.826 0.076
H -0.716 -3.266 -0.465

Atomic forces in eV per Å
-1.320 1.601 0.175
-1.208 1.169 0.077
1.963 -1.596 0.589
0.264 -0.090 0.198
0.167 -0.659 -0.802
-2.688 1.002 -0.841
2.458 -0.338 1.364
-0.913 -1.508 -0.741
3.831 1.171 0.347
-3.888 -0.520 0.539
-1.180 -1.654 0.756
-0.442 -2.976 -1.496
0.918 2.625 0.449
0.295 1.563 -1.864
0.388 0.711 0.021
-1.617 0.271 -0.731
0.852 -1.146 0.694
-0.623 -0.565 -0.017
1.226 -0.695 -0.165
0.571 0.007 0.629
0.946 1.628 0.820

Computed properties:
* LUMO energy: 3.46 eV
* electronic energy: -29375.21013 eV
* maximum force: 0.0782 hartree/bohr
* frontier orbital gap: 6.745 eV
* relative energy (zero: lowest compared OMol25 entry of this formula, charge and spin): 100.6 kJ/mol
* net charge: -1

=====

3.
C7H7N2S | the ωB97M-V functional and the def2-TZVPD basis

Element x y z (Å)
S 2.397 -1.195 -0.023
N -0.295 -0.451 0.007
N 2.872 1.394 -0.107
C 0.993 -0.092 -0.004
C -0.581 -1.939 0.013
C 1.530 1.245 0.036
C -1.202 0.550 0.061
C -0.835 1.912 0.029
C 3.454 0.218 0.001
C 0.565 2.209 0.040
H 0.875 3.272 0.141
H -0.217 -2.300 0.901
H -1.511 2.632 0.188
H -2.274 0.301 0.086
H 4.519 0.075 -0.141
H -0.072 -2.295 -0.891
H -1.637 -1.889 -0.111

Atomic forces in eV per Å
-0.801 0.980 0.273
1.001 0.601 0.360
1.283 -1.736 1.295
3.051 -0.177 0.170
-0.522 3.134 -2.764
-1.973 -1.902 -1.095
-0.981 1.132 -0.417
4.402 -4.316 0.326
-1.242 1.203 -1.284
-1.641 2.416 0.416
-0.244 -0.810 -0.323
0.614 -1.239 2.061
-2.504 2.482 0.168
0.725 -0.238 0.042
-0.031 -0.005 0.259
-0.309 -0.397 0.404
-0.829 -1.126 0.108

Computed properties:
* LUMO energy: -4.63 eV
* electronic energy: -21180.68774 eV
* maximum force: 0.1201 hartree/bohr
* frontier orbital gap: 9.510 eV
* relative energy (zero: lowest compared OMol25 entry of this formula, charge and spin): 0.0 kJ/mol
* net charge: +1

=====

4.
C7H7N3O | the ωB97M-V functional and the def2-TZVPD basis

Element x y z (Å)
O 1.294 3.268 0.217
N -1.318 0.745 -0.288
N 0.526 -0.567 -0.118
N -0.931 -2.966 -0.099
C -0.898 -0.593 -0.439
C 0.837 0.650 0.119
C -0.057 2.968 0.100
C 1.173 -1.680 0.380
C -1.533 -1.856 -0.522
C 0.514 -2.868 0.357
C -0.282 1.439 0.135
H 1.099 -3.720 0.770
H -0.570 3.447 0.977
H 2.147 -1.481 1.046
H -0.570 3.604 -0.697
H 1.966 0.794 0.024
H 1.569 4.296 -0.017
H -2.455 -1.924 -1.087

Atomic forces in eV per Å
2.686 3.324 -1.047
-1.453 -3.570 -0.668
-3.865 -3.722 -0.090
2.607 0.792 -0.318
1.679 3.543 1.608
4.781 2.829 0.461
-2.960 1.940 1.113
1.203 -0.650 1.188
1.823 -1.243 0.330
-2.031 0.878 -0.247
2.256 2.166 -2.228
-1.379 0.310 -0.445
0.135 -0.728 -0.163
-2.129 -0.561 -2.138
0.637 -1.662 0.098
-1.884 0.733 0.984
-1.693 -4.185 0.881
-0.412 -0.193 0.680

Computed properties:
* LUMO energy: 0.24 eV
* electronic energy: -13886.79959 eV
* maximum force: 0.1084 hartree/bohr
* frontier orbital gap: 8.747 eV
* relative energy (zero: lowest compared OMol25 entry of this formula, charge and spin): 403.8 kJ/mol

=====

5.
C7H7N3OS | the ωB97M-V functional and the def2-TZVPD basis

Element x y z (Å)
S -2.616 -0.215 0.417
O -1.877 0.594 -0.577
N -0.012 0.153 -0.470
N 3.113 -1.058 -0.944
N 1.534 -1.028 0.945
C -3.410 -1.575 -0.524
C 1.716 1.708 -0.300
C 1.189 0.239 1.613
C 0.208 -0.467 0.628
C 0.797 0.923 -1.117
C 2.473 -1.027 0.004
C 1.711 1.410 1.051
H -3.193 -2.604 -0.128
H -4.538 -1.631 -0.410
H 0.753 1.248 -2.202
H 2.221 2.588 -0.814
H -3.049 -1.477 -1.622
H 2.109 2.237 1.775
H 0.873 -0.016 2.676

Atomic forces in eV per Å
-0.833 -1.546 1.372
-0.284 1.277 -1.469
0.825 -1.145 -2.663
1.004 -0.126 -0.731
-1.215 -0.252 0.175
-0.361 -1.266 -0.930
-0.334 -0.602 -0.254
-1.358 -1.688 2.390
0.213 -0.075 0.717
1.042 2.200 -0.330
-0.659 -0.044 -0.182
1.778 4.093 0.932
0.669 1.006 -0.326
1.163 0.989 -0.450
-0.688 -0.846 1.326
-0.551 -1.311 1.153
-0.820 -0.197 1.883
-0.746 -1.685 -1.343
1.153 1.217 -1.270

Computed properties:
* LUMO energy (spin up / spin down): -0.70 / -0.74 eV
* electronic energy: -24717.82359 eV
* maximum force: 0.0886 hartree/bohr
* frontier orbital gap (spin up / spin down): 7.613 / 7.599 eV
* relative energy (zero: lowest compared OMol25 entry of this formula, charge and spin): 714.6 kJ/mol

=====

6.
C7H7N3RhS2SbSe4 | the ωB97M-V functional and the def2-TZVPD basis

Element x y z (Å)
Sb 2.284 -0.791 -2.607
Rh 1.045 -0.163 -0.443
Se -0.481 -0.949 -2.067
Se 3.303 0.049 0.019
Se 3.102 -2.994 -2.925
Se 2.640 0.962 -4.183
S -0.213 -1.037 1.481
S 0.395 4.526 0.120
N 1.463 0.397 3.055
N -0.807 0.429 3.571
N 0.472 2.069 -0.490
C -0.620 1.268 4.610
C 0.560 2.766 -1.673
C 0.632 1.697 4.899
C 0.382 2.875 0.527
C 0.533 4.113 -1.534
C 0.206 -0.014 2.758
C 1.660 1.202 4.069
H -1.501 1.564 5.162
H 0.826 2.370 5.720
H 0.308 2.546 1.556
H 0.599 4.864 -2.304
H 0.658 2.238 -2.609
H 2.692 1.483 4.256
H -1.736 0.107 3.334

Atomic forces in eV per Å
0.351 -0.262 -0.908
-0.344 0.429 0.373
0.035 -0.115 -0.265
0.162 -0.060 0.068
-0.155 0.350 0.207
-0.107 -0.184 0.275
0.045 0.187 0.379
-0.024 0.009 0.016
-0.005 -0.041 -0.136
-0.159 0.017 0.082
0.248 -0.153 -0.141
-0.140 0.002 0.047
-0.118 0.062 0.014
0.104 0.092 0.091
-0.067 0.027 0.120
0.003 0.033 0.034
0.111 -0.083 -0.022
-0.009 -0.086 -0.087
-0.007 -0.051 -0.019
0.000 -0.037 -0.045
0.059 -0.017 -0.126
-0.013 -0.054 0.035
0.052 -0.069 0.037
-0.024 -0.001 -0.014
0.001 0.006 -0.015

Computed properties:
* LUMO energy (spin up / spin down): -1.42 / -2.04 eV
* electronic energy: -304443.02178 eV
* multiplicity: 5
* maximum force: 0.0196 hartree/bohr
* frontier orbital gap (spin up / spin down): 6.136 / 5.372 eV
* ⟨S²⟩: 6.05
* relative energy (zero: lowest compared OMol25 entry of this formula, charge and spin): 83.2 kJ/mol

=====

7.
C7H7N4S | the ωB97M-V functional and the def2-TZVPD basis

Element x y z (Å)
S 1.030 -4.310 -3.527
N 0.688 -1.541 -1.105
N 2.206 -3.126 -1.563
N 1.153 -3.203 -2.294
N 0.284 -2.311 -2.202
C 1.998 -2.005 -0.686
C 0.579 0.156 0.533
C -1.282 -0.153 -1.052
C -0.204 1.217 0.997
C -2.048 0.791 -0.421
C -1.457 1.488 0.555
C 0.013 -0.524 -0.583
H -1.739 2.544 0.834
H 2.956 -1.359 -0.743
H 0.236 1.594 1.866
H 1.479 -0.336 0.955
H 1.736 -2.328 0.361
H -1.619 -0.746 -1.812
H -2.960 1.272 -0.825

Atomic forces in eV per Å
-0.169 -1.451 -1.209
1.176 -0.216 -1.665
1.099 -0.450 1.100
1.315 0.050 -0.413
-2.744 1.977 0.531
0.084 -0.784 0.879
-1.168 -0.890 -1.253
1.044 -0.367 1.354
2.392 -2.747 0.626
-0.673 0.583 -2.304
0.470 4.297 2.172
-0.694 0.895 0.731
-0.711 -1.402 -0.009
-1.636 -0.139 0.324
0.182 1.659 1.241
-0.570 1.239 0.053
1.413 0.138 -0.115
-1.117 -1.257 -2.067
0.307 -1.136 0.024

Computed properties:
* LUMO energy: 3.43 eV
* electronic energy: -24165.25752 eV
* maximum force: 0.0941 hartree/bohr
* frontier orbital gap: 6.637 eV
* relative energy (zero: lowest compared OMol25 entry of this formula, charge and spin): 0.0 kJ/mol
* net charge: -1

=====

8.
C7H7NO | the ωB97M-V functional and the def2-TZVPD basis

Element x y z (Å)
O -1.353 0.489 2.290
N 0.082 -1.094 -0.335
C -0.303 0.150 0.266
C -0.056 0.107 -2.484
C -0.294 0.097 1.711
C 0.690 -0.641 2.533
C 0.192 -1.026 -1.690
C -0.449 1.224 -1.869
C -0.518 1.282 -0.448
H -0.023 -0.164 -3.548
H 1.692 -0.394 2.067
H -0.934 2.034 -0.018
H 0.405 -1.831 -2.058
H 0.816 -1.694 2.254
H 0.586 -0.575 3.810
H -0.533 2.036 -2.482

Atomic forces in eV per Å
2.763 -0.153 -1.500
-0.247 3.174 -0.986
2.423 -3.161 -2.188
0.363 -3.333 -0.336
-5.148 -0.191 3.957
2.372 -0.226 1.765
-2.814 8.093 6.382
0.619 -0.200 2.044
1.208 -4.403 -3.981
0.086 1.123 0.279
-0.419 0.523 1.312
-2.039 5.085 2.841
2.467 -8.906 -4.384
-1.088 -0.124 0.078
0.299 0.213 -4.232
-0.845 2.486 -1.050

Computed properties:
* LUMO energy: 0.18 eV
* electronic energy: -10907.10705 eV
* maximum force: 0.2078 hartree/bohr
* frontier orbital gap: 9.752 eV
* relative energy (zero: lowest compared OMol25 entry of this formula, charge and spin): 215.3 kJ/mol

=====

9.
C7H7NO2 | the ωB97M-V functional and the def2-TZVPD basis

Element x y z (Å)
O -2.086 1.605 -0.176
O 1.128 -2.226 1.072
N 2.323 -1.427 -0.435
C 0.301 -0.208 0.199
C 0.293 1.276 -0.098
C -1.735 0.262 -0.555
C -0.983 1.515 0.744
C -1.098 -0.033 0.832
C 1.441 -1.093 0.483
C -0.288 0.308 -1.100
H 2.637 -0.631 -0.981
H 1.136 1.932 -0.307
H -1.562 -0.598 1.643
H 0.093 0.180 -2.111
H -2.520 -0.303 -1.064
H 1.919 -2.793 0.285
H -0.998 2.233 1.568

Atomic forces in eV per Å
-0.098 0.042 -0.014
1.280 -2.038 -0.069
0.876 2.504 0.665
0.591 1.393 1.195
-0.030 0.278 0.035
-0.079 -0.185 -0.074
-0.071 0.257 0.202
-0.047 -0.027 0.412
-1.024 -3.594 -4.316
0.380 -0.260 -0.356
0.176 -0.124 -0.426
-0.265 -0.215 0.048
0.154 0.141 -0.249
-0.103 0.039 0.300
0.229 0.166 0.137
-1.960 1.796 2.745
-0.010 -0.176 -0.236

Computed properties:
* LUMO energy: 0.46 eV
* electronic energy: -12951.49201 eV
* maximum force: 0.1110 hartree/bohr
* frontier orbital gap: 9.937 eV
* relative energy (zero: lowest compared OMol25 entry of this formula, charge and spin): 589.0 kJ/mol

=====

10.
C7H7NO4S | the ωB97M-V functional and the def2-TZVPD basis

Element x y z (Å)
S 2.666 0.375 0.949
O 4.069 0.198 0.549
O -1.460 -2.558 0.317
O 0.419 -3.243 -0.519
O 2.011 1.685 -1.494
N -0.682 0.111 0.166
C -0.406 1.445 0.317
C 0.134 -0.952 -0.066
C -1.907 1.787 0.549
C -2.080 0.271 0.332
C 1.796 0.982 -0.549
C -0.404 -2.259 -0.129
C 1.477 -0.479 -0.429
H -2.534 -0.208 1.302
H 0.413 2.107 0.186
H 1.324 -3.015 -0.870
H -2.183 2.394 1.375
H 2.275 -0.967 -1.029
H -2.543 0.124 -0.586
H -2.384 2.204 -0.370

Atomic forces in eV per Å
-0.688 0.345 0.240
0.571 -0.171 -0.045
-2.480 -0.411 0.273
1.770 -0.860 -1.089
0.039 0.068 1.033
2.974 2.306 0.889
-3.933 -1.518 0.570
1.291 1.972 -1.280
1.412 -0.258 -3.388
-2.091 0.000 4.727
1.205 -1.121 -2.304
1.817 -0.154 0.687
0.358 0.490 0.484
0.865 0.209 -2.407
0.625 -0.091 0.344
-1.608 0.165 0.624
-0.263 -0.149 1.069
-0.995 -0.279 0.097
-1.330 -1.036 -1.198
0.462 0.494 0.672

Computed properties:
* LUMO energy: -0.65 eV
* electronic energy: -27881.61389 eV
* maximum force: 0.1005 hartree/bohr
* frontier orbital gap: 7.258 eV
* relative energy (zero: lowest compared OMol25 entry of this formula, charge and spin): 113.7 kJ/mol

=====

11.
C7H7NS | the ωB97M-V functional and the def2-TZVPD basis

Element x y z (Å)
S -1.724 0.109 -0.542
N -5.727 -0.667 0.548
C 1.849 -1.370 0.457
C 2.089 0.986 -0.044
C 0.523 -1.372 0.165
C 0.696 1.050 -0.524
C -5.179 0.219 0.121
C -0.119 -0.161 -0.263
C 2.638 -0.149 0.329
H -4.457 1.061 -0.226
H 2.634 1.813 -0.227
H 2.250 -2.302 0.824
H -0.039 -2.251 0.340
H 0.783 1.296 -1.598
H 0.125 1.954 0.014
H 3.657 -0.217 0.625

Atomic forces in eV per Å
0.010 -1.164 0.309
-1.546 -1.999 0.895
-1.154 0.542 -0.328
-1.617 -1.788 -0.480
0.930 0.554 0.170
-0.162 2.077 1.550
3.461 3.961 -1.609
-1.468 0.771 -0.826
0.169 -1.437 0.848
-1.929 -1.969 0.725
1.988 2.739 -0.151
0.466 0.063 0.030
-0.704 -0.628 -0.041
-0.515 -0.104 0.306
1.318 -1.740 -1.442
0.754 0.121 0.045

Computed properties:
* LUMO energy: -1.11 eV
* electronic energy: -19695.05945 eV
* maximum force: 0.1070 hartree/bohr
* frontier orbital gap: 7.485 eV
* relative energy (zero: lowest compared OMol25 entry of this formula, charge and spin): 138.6 kJ/mol

=====

12.
C7H7NS | the ωB97M-V functional and the def2-TZVPD basis

Element x y z (Å)
S 1.774 2.201 -0.479
N 0.448 -0.397 0.455
C -2.040 1.100 0.373
C 1.707 -0.918 0.258
C 0.329 1.684 -0.087
C 2.128 -1.496 -0.853
C -0.636 -1.003 0.504
C -1.866 -0.267 0.599
C -0.998 1.967 -0.012
H -2.995 1.586 0.197
H -2.714 -0.824 0.882
H 3.009 -1.981 -1.093
H -0.743 -2.080 0.399
H 2.422 -1.040 1.033
H 1.372 -1.541 -1.703
H -1.197 3.011 -0.472

Atomic forces in eV per Å
-0.298 -0.327 0.220
2.204 2.805 -0.196
1.003 -1.224 -0.888
0.930 -1.817 -0.450
0.474 0.079 -0.147
-3.935 0.672 -2.311
-2.903 -0.128 -0.059
-0.272 1.577 0.082
0.704 1.252 -0.758
-0.359 -0.618 0.735
-0.969 -0.640 -0.017
1.901 -0.584 0.281
0.336 -0.260 0.228
0.103 0.869 1.367
1.031 0.180 0.910
0.051 -1.836 1.002

Computed properties:
* LUMO energy: -0.17 eV
* electronic energy: -19694.07139 eV
* maximum force: 0.0897 hartree/bohr
* frontier orbital gap: 7.499 eV
* relative energy (zero: lowest compared OMol25 entry of this formula, charge and spin): 233.9 kJ/mol

=====

Copy entry 12 word for word.
C7H7NS | the ωB97M-V functional and the def2-TZVPD basis

Element x y z (Å)
S 1.774 2.201 -0.479
N 0.448 -0.397 0.455
C -2.040 1.100 0.373
C 1.707 -0.918 0.258
C 0.329 1.684 -0.087
C 2.128 -1.496 -0.853
C -0.636 -1.003 0.504
C -1.866 -0.267 0.599
C -0.998 1.967 -0.012
H -2.995 1.586 0.197
H -2.714 -0.824 0.882
H 3.009 -1.981 -1.093
H -0.743 -2.080 0.399
H 2.422 -1.040 1.033
H 1.372 -1.541 -1.703
H -1.197 3.011 -0.472

Atomic forces in eV per Å
-0.298 -0.327 0.220
2.204 2.805 -0.196
1.003 -1.224 -0.888
0.930 -1.817 -0.450
0.474 0.079 -0.147
-3.935 0.672 -2.311
-2.903 -0.128 -0.059
-0.272 1.577 0.082
0.704 1.252 -0.758
-0.359 -0.618 0.735
-0.969 -0.640 -0.017
1.901 -0.584 0.281
0.336 -0.260 0.228
0.103 0.869 1.367
1.031 0.180 0.910
0.051 -1.836 1.002

Computed properties:
* LUMO energy: -0.17 eV
* electronic energy: -19694.07139 eV
* maximum force: 0.0897 hartree/bohr
* frontier orbital gap: 7.499 eV
* relative energy (zero: lowest compared OMol25 entry of this formula, charge and spin): 233.9 kJ/mol

=====

> Among the records above, which one has the highest maximum force?

C7H7NO